Run one
ORCA calculation (the ωB97M-V functional and the def2-TZVPD basis) on C2H3NO2 in the gas phase.

Each line ends with the natural charge from an NBO analysis.
Cartesian coordinates (Å):
1 C -0.971 -0.041 -0.204  -0.710
2 C 0.361 0.023 0.231  0.413
3 N 1.196 0.981 0.498  -0.183
4 O 2.277 0.087 0.406  -0.084
5 O 1.332 -0.940 0.141  -0.207
6 H -1.234 0.854 -0.832  0.261
7 H -1.343 -0.935 -0.842  0.263
8 H -1.618 -0.030 0.602  0.246

Computed properties:
Multiplicity: 1
Total charge: 0
HOMO (eV): -10.28
Structure (SMILES): Cc1noo1

Run two
ORCA calculation (the ωB97M-V functional and the def2-TZVPD basis) on C2H3NO2 in the gas phase.

Each line ends with the natural charge from an NBO analysis.
Cartesian coordinates (Å):
1 C -0.867 -0.068 -0.027  -0.723
2 C 0.593 -0.403 0.051  0.575
3 O 1.028 -1.565 0.097  -0.460
4 N 1.700 0.435 -0.115  0.109
5 O 1.238 1.583 0.131  -0.256
6 H -1.247 0.111 0.981  0.256
7 H -1.036 0.815 -0.649  0.245
8 H -1.409 -0.909 -0.469  0.254

Computed properties:
Multiplicity: 1
Total charge: 0
HOMO (eV): -10.31
Structure (SMILES): CC(=O)N=O

Run three
ORCA calculation (the ωB97M-V functional and the def2-TZVPD basis) on 2 unconnected molecules or ions with the total composition C2H3NO2.

Each line ends with the natural charge from an NBO analysis.
Cartesian coordinates (Å):
1 N 1.023 1.337 -0.106  -0.746
2 C 1.655 0.416 0.330  0.862
3 O 2.127 -0.550 0.767  -0.527
4 H 1.272 2.140 -0.625  0.422
5 C -1.489 -0.777 -0.063  0.294
6 O -0.962 0.264 0.168  -0.484
7 H -1.973 -1.160 -1.023  0.082
8 H -1.653 -1.669 0.553  0.098

Computed properties:
Multiplicity: 1
Total charge: 0
HOMO (eV): -10.04
Structure (SMILES): N=C=O.C=O

Stability ranking, top and bottom: run three is the most stable and run one is the least stable.

Run one
ORCA calculation (the ωB97M-V functional and the def2-TZVPD basis) on 2 unconnected molecules or ions with the total composition C2H3NO2.

Each line ends with the natural charge from an NBO analysis.
Cartesian coordinates (Å):
1 C 0.957 1.027 -0.338  -0.129
2 C -1.943 -0.813 -0.289  0.481
3 N 0.927 -0.233 -0.285  -0.122
4 O 0.118 -1.016 0.663  -0.567
5 O -2.486 -0.403 0.593  -0.512
6 H 0.370 1.813 0.065  0.171
7 H 1.735 1.542 -0.871  0.194
8 H 0.323 -1.916 0.463  0.484

Computed properties:
Multiplicity: 1
Total charge: 0
HOMO (eV): -10.13

Run two
ORCA calculation (the ωB97M-V functional and the def2-TZVPD basis) on 2 unconnected molecules or ions with the total composition C2H3NO2.

Each line ends with the natural charge from an NBO analysis.
Cartesian coordinates (Å):
1 C -0.366 1.222 0.885  -0.770
2 C -0.700 0.478 -0.065  0.713
3 O -0.982 -0.310 -0.861  -0.498
4 H -0.188 0.654 1.790  0.283
5 H -0.323 2.345 0.760  0.276
6 N 0.842 -1.817 -1.068  0.004
7 O 1.022 -1.622 0.111  -0.282
8 H 0.695 -0.951 -1.550  0.273

Computed properties:
Multiplicity: 1
Total charge: 0
HOMO (spin up / spin down) (eV): -9.10 / -9.10
Structure (SMILES): C=C=O.N=O

Stability ranking, top and bottom: run one is the most stable and run two is the least stable.

Run one
ORCA calculation (the ωB97M-V functional and the def2-TZVPD basis) on 2 unconnected molecules or ions with the total composition C2H3NO2.

Each line ends with the natural charge from an NBO analysis.
Cartesian coordinates (Å):
1 O 1.946 -1.836 -1.394  -0.482
2 C 0.884 -1.444 -1.455  0.495
3 N 0.456 0.285 0.887  -0.744
4 C -0.701 0.741 0.645  0.420
5 O -1.418 0.349 -0.413  -0.684
6 H -0.869 -0.291 -0.905  0.495
7 H 0.852 0.697 1.728  0.354
8 H -1.256 1.482 1.227  0.146

Computed properties:
Multiplicity: 1
Total charge: 0
HOMO (eV): -10.51

Run two
ORCA calculation (the ωB97M-V functional and the def2-TZVPD basis) on 2 unconnected molecules or ions with the total composition C2H3NO2.

Each line ends with the natural charge from an NBO analysis.
Cartesian coordinates (Å):
1 C -0.428 0.101 0.997  0.112
2 C 0.321 0.754 -0.092  -0.200
3 N 0.768 1.608 1.979  0.148
4 O 0.926 1.818 0.593  -0.367
5 O -0.001 0.572 2.143  -0.273
6 H -1.045 -1.338 0.938  0.188
7 H 1.040 -0.019 -0.380  0.174
8 H -0.151 1.299 -0.911  0.218

Computed properties:
Multiplicity: 1
Total charge: 0
HOMO (spin up / spin down) (eV): -8.52 / -7.89

Run three
ORCA calculation (the ωB97M-V functional and the def2-TZVPD basis) on C2H3NO2 in the gas phase.

Each line ends with the natural charge from an NBO analysis.
Cartesian coordinates (Å):
1 O 0.579 2.038 0.800  -0.539
2 C -0.108 1.190 0.287  0.527
3 N 0.397 0.090 -0.383  -0.681
4 C -0.224 -1.199 -0.272  0.547
5 O -1.318 -1.299 0.189  -0.538
6 H -1.145 1.043 0.626  0.147
7 H 1.311 0.119 -0.810  0.407
8 H 0.508 -1.983 -0.437  0.130

Computed properties:
Multiplicity: 1
Total charge: 0
HOMO (eV): -10.35
Structure (SMILES): O=CNC=O

Stability ranking, top and bottom: run three is the most stable and run two is the least stable.